# 1
66
Properties=species:S:1:pos:R:3:mulliken_charge:R:1 method="wB97M-V/def2-TZVPD" charge=+1 homo_lumo_gap_ev="6.08 / 6.07" total_energy_ev=-197835.53849 e_above_lowest_ev=2.718
Pt -0.32771 0.53886 0.31660 2.319
N 2.23392 -0.78729 -0.55873 0.597
C 3.39576 -0.74852 -1.22608 -0.232
C 3.58461 0.55188 -1.64241 -0.899
C 2.46502 1.24982 -1.17430 -0.286
N 1.65030 0.42616 -0.52500 -0.887
H 1.77864 -1.56644 -0.10419 0.080
H 3.99857 -1.63396 -1.36826 0.484
H 4.41839 0.94848 -2.19839 0.427
H 2.21760 2.29661 -1.28057 0.500
C 2.80024 1.89123 2.42011 -0.808
Si 1.50952 1.36622 3.62287 0.168
C 0.33991 2.69960 4.11664 -0.875
C 2.16467 0.36949 5.04003 -1.065
As 0.23990 -0.31377 2.36905 -0.135
Si -1.59881 -1.34886 3.52277 0.473
C -0.87182 -2.95371 4.08342 -0.984
C -3.01344 -1.49776 2.35120 -0.601
C -2.00559 -0.22452 4.93309 -1.111
H 3.45784 2.64080 2.87482 0.455
H 2.34452 2.33112 1.53118 0.088
H 3.41290 1.04114 2.11078 0.280
H 0.91733 3.55174 4.49556 0.417
H -0.33843 2.36505 4.90600 0.319
H -0.25530 3.04316 3.26607 0.238
H 2.94654 0.91850 5.57779 0.422
H 2.59602 -0.56779 4.68075 0.343
H 1.36990 0.13144 5.75400 0.288
H -0.38673 -3.46614 3.24917 0.255
H -1.63348 -3.61508 4.50769 0.387
H -0.11542 -2.77222 4.85299 0.333
H -2.71868 -1.97677 1.41450 -0.019
H -3.40618 -0.50980 2.09781 0.257
H -3.81969 -2.08326 2.80817 0.413
H -1.15112 -0.07258 5.59988 0.281
H -2.81309 -0.68117 5.51822 0.410
H -2.35529 0.75129 4.58287 0.301
F -5.12490 -4.60287 -1.19339 -0.300
C -3.85318 -4.40854 -1.52837 0.341
C -2.90750 -4.33318 -0.60250 -0.084
N -1.57234 -4.12332 -0.92837 0.222
C -0.57489 -3.90428 0.08647 -1.601
C -0.35516 -2.42426 0.38591 0.727
O 0.48082 -2.16341 1.33078 -0.788
O -1.00919 -1.60123 -0.29984 -0.784
C -1.17292 -3.88522 -2.23071 0.497
O -0.02945 -3.58314 -2.51328 -0.634
N -2.17554 -4.03931 -3.16287 -0.071
C -3.54134 -4.27618 -2.95006 0.265
O -4.32303 -4.35062 -3.86146 -0.569
H -3.14607 -4.44341 0.44720 0.416
H 0.37415 -4.30405 -0.25623 0.373
H -0.85645 -4.39851 1.01273 0.349
H -1.89337 -3.92638 -4.12459 0.245
F -3.44518 6.88363 -1.73206 -0.277
C -3.17564 5.61226 -1.50376 0.702
C -4.06389 4.63507 -1.90234 0.207
F -5.18141 4.97511 -2.53129 -0.270
C -3.78072 3.31362 -1.63794 0.461
F -4.67347 2.39807 -2.00692 -0.286
C -2.60911 2.91105 -0.99754 -0.202
Se -2.37874 1.02633 -0.75678 -0.112
C -1.73429 3.92602 -0.62059 0.271
F -0.59250 3.67638 0.00431 -0.222
C -2.00662 5.25601 -0.86345 -0.221
F -1.14547 6.19231 -0.48241 -0.286



# 2
66
Properties=species:S:1:pos:R:3:mulliken_charge:R:1 method="wB97M-V/def2-TZVPD" charge=+1 homo_lumo_gap_ev="6.91 / 6.91" total_energy_ev=-197837.83951 e_above_lowest_ev=0.417
Pt -0.13129 0.89863 -0.97855 1.822
N 2.42809 -0.63937 -1.77761 0.731
C 3.53545 -0.52175 -2.52244 -0.229
C 3.58411 0.77639 -2.98000 -0.972
C 2.44016 1.38583 -2.46183 -0.198
N 1.74456 0.51552 -1.73261 -0.953
H 2.08428 -1.45503 -1.30409 0.146
H 4.18473 -1.36573 -2.68248 0.509
H 4.33387 1.21909 -3.61053 0.436
H 2.07612 2.39357 -2.57744 0.514
C 3.66283 1.03494 1.07638 -0.970
Si 2.25773 0.93608 2.28493 0.200
C 1.56871 2.59804 2.75793 -0.938
C 2.59398 -0.22011 3.69925 -1.020
As 0.37471 0.04104 1.10443 -0.037
Si -1.63433 -0.37120 2.42007 0.269
C -1.44961 -2.12290 3.02425 -0.852
C -3.11019 -0.12138 1.33627 -0.899
C -1.52488 0.87513 3.79823 -1.070
H 4.52419 1.49541 1.56725 0.461
H 3.40093 1.64695 0.20979 0.229
H 3.96585 0.04681 0.72662 0.293
H 2.39870 3.20690 3.12854 0.431
H 0.82458 2.53146 3.55025 0.308
H 1.13399 3.11939 1.90246 0.221
H 3.52618 0.05831 4.19705 0.402
H 2.70064 -1.24903 3.35094 0.311
H 1.79854 -0.19118 4.44613 0.298
H -1.25734 -2.82685 2.21284 0.145
H -2.37496 -2.42464 3.52070 0.432
H -0.63426 -2.21198 3.74417 0.293
H -3.06032 -0.71313 0.42223 0.268
H -3.21243 0.92551 1.05579 0.197
H -4.00236 -0.41729 1.89630 0.412
H -0.62437 0.75355 4.40169 0.276
H -2.38441 0.73028 4.45932 0.440
H -1.56861 1.89958 3.42517 0.314
F -2.97835 -6.17388 -2.49336 -0.291
C -1.82294 -5.52133 -2.50572 0.211
C -1.24142 -5.11054 -1.38178 0.056
N -0.02504 -4.44712 -1.40620 0.234
C 0.54255 -3.83539 -0.23776 -1.407
C 0.16280 -2.36664 -0.16975 0.304
O 0.83226 -1.74741 0.81646 -0.397
O -0.58460 -1.83304 -0.95279 -0.605
C 0.59705 -4.09712 -2.58842 0.443
O 1.60737 -3.41143 -2.60272 -0.646
N -0.00587 -4.57582 -3.71989 -0.073
C -1.21415 -5.27888 -3.81810 0.289
O -1.66620 -5.62180 -4.87604 -0.561
H -1.68374 -5.29079 -0.41222 0.424
H 1.62759 -3.88975 -0.31874 0.399
H 0.25696 -4.35458 0.67697 0.488
H 0.45362 -4.35575 -4.59300 0.253
F -2.69975 7.71056 -1.23947 -0.274
C -2.56361 6.39650 -1.30286 0.658
C -3.63093 5.60283 -1.68737 0.264
F -4.79517 6.15974 -1.99336 -0.270
C -3.47161 4.23000 -1.74323 0.274
F -4.52228 3.49890 -2.10905 -0.300
C -2.26254 3.61483 -1.43550 -0.138
Se -2.18571 1.71231 -1.60406 -0.187
C -1.21131 4.43721 -1.05461 0.383
F -0.01502 3.92975 -0.73962 -0.284
C -1.35014 5.81050 -0.98455 -0.178
F -0.32342 6.57126 -0.61465 -0.292



# 3
86
Properties=species:S:1:pos:R:3:mulliken_charge:R:1 method="wB97M-V/def2-TZVPD" charge=+1 homo_lumo_gap_ev=1.46 total_energy_ev=-208389.45620
N 7.95223 2.10888 0.75521 -0.696
C 6.63662 2.81885 0.65314 -0.058
C 6.71073 3.72201 -0.59503 -0.913
C 5.32306 4.27805 -1.07515 -0.943
C 4.20405 3.25834 -1.00171 1.314
C 4.41491 2.06167 -1.83375 -0.868
C 3.44819 1.05952 -1.84192 -0.257
C 2.20832 1.16155 -1.08252 0.265
N 1.34676 0.08741 -1.17869 -0.435
C 0.26994 0.34532 -0.47667 0.764
P -1.00852 -1.01782 -0.43540 1.246
O -1.48171 -1.22456 0.92530 -0.714
O -0.26398 -2.40428 -0.91452 -0.562
O -2.20621 -0.82403 -1.53145 -0.228
C -0.01792 1.56570 0.29157 -0.518
C -1.35986 1.78489 1.04456 1.601
F -1.44227 0.96081 2.19267 -0.370
F -1.39043 3.07662 1.57639 -0.330
C -2.57913 1.71695 0.06338 -0.648
F -2.09850 1.96515 -1.18273 -0.257
F -3.30675 0.61600 0.13653 -0.010
N 0.83261 2.54431 0.38826 -0.255
C 2.00095 2.34664 -0.31528 -0.648
C 3.01317 3.40687 -0.24190 -0.068
C 2.85056 4.68592 0.64007 0.408
F 1.80795 4.62789 1.49123 -0.283
F 3.95209 4.83923 1.43686 -0.278
C 2.69838 6.09162 -0.08992 -0.007
F 2.75349 5.98931 -1.40311 -0.164
F 1.46196 6.59311 0.20904 -0.309
H 7.72878 1.21455 1.18268 0.250
H 8.22743 1.87237 -0.19460 0.277
H 5.86819 2.02153 0.58330 0.180
H 6.46194 3.37191 1.58706 0.261
H 7.14310 3.18569 -1.45865 0.462
H 7.40435 4.54748 -0.36668 0.380
H 5.12005 5.23220 -0.58242 0.357
H 5.44788 4.51340 -2.15130 0.458
H 5.32489 1.96141 -2.43110 0.571
H 3.64033 0.17598 -2.46102 0.536
H 0.06962 -2.21148 -1.80969 0.338
H -2.13691 -1.56599 -2.16011 0.037
H -3.25227 2.55839 0.29882 0.616
H 3.40846 6.82553 0.32401 0.373
Be -2.37472 2.36882 3.51408 0.566
C -4.81187 -6.32327 2.23832 -1.591
C -3.87852 -6.08491 1.04325 0.329
C -2.65619 -7.01521 1.01544 -0.680
O -1.63970 -6.67203 1.93210 -0.407
C -1.85982 -7.12476 3.26347 -0.631
N -3.48608 -4.67658 1.03284 -0.400
H -4.40912 -5.90864 3.16550 0.174
H -5.77810 -5.84593 2.06906 0.382
H -4.99069 -7.39013 2.38057 0.452
H -4.45929 -6.28640 0.13609 0.338
H -2.19561 -6.93390 0.02527 0.335
H -2.94983 -8.06498 1.13701 0.431
H -2.37100 -8.08950 3.28852 0.316
H -2.42493 -6.38431 3.83172 0.253
H -0.88733 -7.23480 3.74308 0.247
H -2.95265 -4.49067 0.18982 0.137
H -2.80842 -4.54446 1.78089 0.288
C -3.65360 -2.99290 -5.18579 -0.018
Cl -2.29019 -2.98566 -4.03880 -0.131
Cl -5.10029 -2.25753 -4.46726 -0.124
Cl -3.23417 -2.14989 -6.66748 -0.079
H -3.86429 -4.02736 -5.42762 0.341
C -5.58217 0.09398 2.28684 0.200
Cl -6.43048 -0.15981 3.79526 0.003
Cl -4.61567 -1.32760 1.94828 0.018
Cl -6.74161 0.35526 0.93124 -0.291
Cl -4.56096 1.56577 2.35975 -0.150
B -3.03000 1.38115 5.79868 0.631
F -4.20246 1.60180 6.49118 -0.318
F -2.78737 2.53051 4.89809 0.014
F -1.96111 1.26250 6.66034 -0.294
F -3.14158 0.23070 4.99465 -0.275
Cl 2.73986 4.39682 -3.97176 -0.137
Be 1.88708 2.99220 -2.68936 0.594
B 3.90179 2.36727 -6.84700 0.549
F 2.50868 2.57525 -6.96495 -0.420
F 4.35082 1.54246 -7.88390 -0.362
F 4.56857 3.60624 -6.89333 -0.401
F 4.17118 1.73736 -5.58262 -0.364
Cl -5.24242 -7.31528 4.73329 -0.445
Na -7.94232 -0.26651 -1.02952 1.044